# 1
Entry from OMol25: an isolated molecule of C7H9Cl at a distorted geometry (wB97M-V/def2-TZVPD).

```
17
C7H9Cl | OMol25 | wB97M-V/def2-TZVPD
C -0.22396 0.85027 0.64004
C -1.49007 0.50597 0.61527
C 1.34418 -0.66396 -0.59364
C 1.49641 0.32865 0.25727
C -1.03622 1.91710 1.24726
C -2.62927 -0.26025 0.19679
C 2.43040 -1.48369 -1.18059
Cl 2.79512 1.19371 0.85346
H 0.34536 -0.80311 -1.04805
H -1.05659 2.27930 2.26062
H -1.23076 2.64275 0.52012
H -2.91212 -0.90685 1.02175
H -2.44919 -0.96609 -0.69104
H -3.42112 0.40866 -0.04880
H 3.07418 -0.79980 -1.71189
H 3.01528 -2.07299 -0.45858
H 1.94836 -2.16968 -1.87998
```

The value obtained for the energy above the lowest of the compared OMol25 structures with the same formula, charge and spin is 4.166 eV. Its total energy is -19922.4895 eV. As for the SMILES: C/C=C(\Cl)C1=C(C)C1. Its spin multiplicity is 1. The HOMO energy is -0.3119 Ha.

---

# 2
Entry from OMol25: a structure of composition C24H50NaO2Si2 at a distorted geometry (wB97M-V/def2-TZVPD).

```
79
C24H50NaO2Si2 | OMol25 | wB97M-V/def2-TZVPD
C 0.40645 0.18054 -0.67966
C 0.21577 -0.82269 0.00437
Si 0.39545 -2.34041 1.07637
C -1.35162 -3.02971 1.28532
C -2.31451 -2.07768 2.02640
C -2.89213 -0.95280 1.12923
C -4.42416 -0.87624 1.23113
C -5.10147 -0.18550 0.04057
C -4.67795 1.29318 -0.13675
C -4.04819 1.61483 -1.51487
C -2.50800 1.55448 -1.47964
C -1.85839 2.35554 -2.60898
C -1.82928 3.88702 -2.39105
C -0.46733 4.45757 -1.97048
C 0.06803 4.02285 -0.59437
C -0.93818 4.03996 0.57163
C -0.53547 2.96596 1.62422
C 1.20038 -1.84605 2.70262
C 2.51982 -1.06801 2.48679
O 2.95220 -1.19899 1.13227
Si 4.29127 -0.29083 0.69808
C 4.18949 1.47364 1.31729
C 4.31802 -0.25545 -1.20224
C 5.87071 -1.17725 1.23538
C 1.46548 -3.65053 0.20980
C 1.23913 -3.75181 -1.29122
C 2.03110 -4.99658 -1.82715
O 1.76834 -2.57910 -1.96103
H 0.51401 0.94354 -1.41074
H -1.73459 -3.28699 0.29108
H -1.24568 -3.96875 1.84353
H -3.14748 -2.67821 2.39693
H -1.80931 -1.62949 2.88313
H -2.46590 -0.00493 1.46895
H -2.57666 -1.07087 0.08956
H -4.70322 -0.39124 2.16981
H -4.78513 -1.91000 1.25317
H -6.17770 -0.19979 0.22513
H -4.88565 -0.76561 -0.86016
H -5.52538 1.96830 -0.00806
H -3.96311 1.55486 0.64945
H -4.42732 0.88543 -2.23413
H -4.33244 2.61529 -1.85311
H -2.14601 1.82533 -0.48809
H -2.23026 0.50166 -1.61265
H -0.85868 1.99080 -2.86843
H -2.47575 2.18139 -3.49678
H -2.61405 4.20504 -1.70169
H -2.07845 4.34444 -3.35240
H 0.26976 4.15609 -2.72401
H -0.53942 5.54482 -2.04686
H 0.84688 4.74548 -0.32738
H 0.57624 3.05750 -0.62146
H -1.95740 3.79962 0.27453
H -0.95221 4.99648 1.09411
H -0.82433 3.29478 2.62312
H 0.52578 2.71820 1.57058
H -1.07297 2.03042 1.44442
H 0.51413 -1.21703 3.27186
H 1.41030 -2.74071 3.29491
H 2.33569 -0.03397 2.78806
H 3.28977 -1.47750 3.15104
H 4.87676 2.15627 0.81882
H 4.34202 1.51157 2.39822
H 3.16815 1.82757 1.13186
H 3.89441 -1.20874 -1.55700
H 5.33568 -0.17200 -1.58288
H 3.69882 0.54720 -1.60428
H 5.58010 -2.12430 1.70528
H 6.42468 -0.62161 1.99273
H 6.51535 -1.43109 0.39522
H 1.17548 -4.61437 0.63585
H 2.52369 -3.46206 0.40127
H 0.18269 -3.88696 -1.52906
H 1.83064 -5.82340 -1.15156
H 1.68797 -5.29463 -2.82257
H 3.11017 -4.75446 -1.81785
H 1.29899 -2.49519 -2.80178
Na 3.59916 -2.82746 -3.01020
```

Its charge is +1. Its total energy is -49961.5381 eV. Its spin multiplicity is 1. The HOMO energy is -0.4364 Ha.

---

# 3
Entry from OMol25: a cluster of 2 separate species, C4H9O3 in total (wB97M-V/def2-TZVPD).

```
16
C4H9O3 | OMol25 | wB97M-V/def2-TZVPD
O 0.18604 -0.72008 2.54363
C 0.83776 -0.68834 1.44973
O 1.82987 -1.36045 1.15476
C 0.38812 0.35662 0.42992
C 0.64034 -0.04186 -1.03021
C 0.22839 1.06400 -2.01535
H 0.92123 1.29592 0.64271
H -0.67928 0.56168 0.56804
H 0.09015 -0.95362 -1.24867
H 1.70708 -0.23814 -1.03353
H 1.08462 1.42295 -2.58759
H -0.45546 0.67835 -2.76539
H -0.21418 1.91797 -1.49288
H -1.50716 -1.27560 2.19548
H -2.67852 -0.57945 1.44843
O -2.37901 -1.43996 1.74090
```

Its charge is -1. The value obtained for the energy above the lowest of the compared OMol25 structures with the same formula, charge and spin is 0.060 eV. Its total energy is -10438.4053 eV. Its spin multiplicity is 1. The HOMO energy is -0.1620 Ha.

---

# 4
Entry from OMol25: a structure of composition C64H56GeN4O4OsS2 at a distorted geometry (wB97M-V/def2-TZVPD).

```
132
C64H56GeN4O4OsS2 | OMol25 | wB97M-V/def2-TZVPD
Os 1.36227 0.41157 -0.99841
C 2.32120 -1.57507 -3.30900
N 1.40450 -1.41279 -2.17910
C 0.01724 -1.43391 -2.64803
C 1.66098 -2.47969 -1.18859
C 2.81223 -2.03275 -0.37226
C 3.79511 -2.86659 0.13262
C 4.75998 -2.35075 0.99150
C 4.72914 -0.99887 1.33410
C 3.76374 -0.16834 0.78351
C 2.82330 -0.68443 -0.10403
H 2.18234 -2.56132 -3.76448
H 3.35312 -1.49472 -2.96720
H 2.13267 -0.82624 -4.07263
H -0.23717 -2.40712 -3.08205
H -0.11710 -0.66941 -3.41293
H -0.65567 -1.22913 -1.81860
H 1.83164 -3.46319 -1.63961
H 0.77905 -2.55762 -0.55458
H 3.79197 -3.91870 -0.12304
H 5.51162 -3.00366 1.41309
H 5.44925 -0.59745 2.03385
H 3.73710 0.87763 1.06547
S -4.45329 4.10354 1.29281
C -4.70416 3.85353 2.96386
C -3.90428 2.87209 3.46143
C -3.05588 2.31592 2.47815
C -3.23061 2.87295 1.23789
C -2.53617 2.56956 -0.00155
C -1.29716 1.89676 0.02005
N -0.60557 1.61441 -1.06184
C -1.10029 1.93995 -2.27096
C -2.32195 2.61791 -2.40556
C -2.81231 2.93089 -3.71447
C -2.13237 2.55004 -4.81708
C -0.87886 1.86660 -4.70382
C -0.14251 1.45364 -5.81841
C 1.10563 0.87022 -5.65787
C 1.57011 0.71900 -4.33438
N 0.85374 1.01508 -3.27357
C -0.35665 1.58589 -3.42775
C 1.89167 0.41257 -6.79158
C 1.65944 0.62221 -8.12645
C 2.59909 -0.01898 -8.96323
C 3.53498 -0.71176 -8.26121
S 3.29552 -0.59093 -6.57475
C -3.02662 2.94464 -1.24055
H -5.43497 4.44742 3.48736
H -3.92170 2.56035 4.49450
H -2.35474 1.51893 2.68352
H -0.85267 1.61943 0.96360
H -3.74980 3.46569 -3.79184
H -2.51039 2.76046 -5.80858
H -0.54898 1.60173 -6.80931
H 2.57298 0.35328 -4.14970
H 0.85112 1.22698 -8.50920
H 2.57394 0.03339 -10.04040
H 4.35857 -1.29245 -8.64181
H -3.96938 3.47185 -1.32326
O 0.82804 0.34988 1.51192
C 0.15102 -0.64942 1.20526
O -0.03179 -0.92416 -0.02943
C -0.43606 -1.56065 2.24582
C -1.93245 -1.79356 2.04251
Ge -2.66281 -3.18484 3.27968
C -4.48854 -3.62653 2.68511
C -4.72076 -3.98175 1.35890
C -6.00812 -4.25753 0.92213
C -7.06974 -4.18350 1.81273
C -6.84568 -3.82610 3.13319
C -5.55709 -3.55602 3.57346
C -1.53101 -4.80209 3.11767
C -1.94151 -5.92473 2.40774
C -1.07975 -7.00196 2.24249
C 0.18825 -6.96909 2.80414
C 0.59919 -5.85868 3.52746
C -0.26169 -4.78269 3.69420
C -2.58651 -2.62365 5.15566
C -2.80492 -3.57652 6.14986
C -2.78268 -3.21684 7.48810
C -2.52830 -1.90003 7.84732
C -2.30814 -0.94339 6.86716
C -2.33371 -1.30595 5.52857
H -0.22498 -1.13206 3.22541
H 0.09870 -2.51374 2.17001
H -2.12276 -2.12781 1.02087
H -2.48822 -0.86148 2.17725
H -3.89234 -4.04215 0.66048
H -6.18183 -4.53086 -0.11047
H -8.07272 -4.41000 1.47683
H -7.67318 -3.75881 3.82700
H -5.38195 -3.28428 4.60775
H -2.94027 -5.96717 1.99049
H -1.40341 -7.86760 1.67932
H 0.84958 -7.81859 2.69505
H 1.58762 -5.83091 3.96845
H 0.05318 -3.92930 4.28570
H -2.99483 -4.60626 5.86745
H -2.95692 -3.96325 8.25155
H -2.49875 -1.62157 8.89207
H -2.11201 0.08289 7.15027
H -2.16198 -0.55484 4.76385
C -0.55690 7.08841 -0.91572
O 0.48770 6.13138 -1.05252
C 0.83407 5.37738 0.01972
C 0.15256 5.32449 1.22183
C 0.62302 4.50475 2.24037
C 1.75843 3.73277 2.06499
C 2.47191 3.81149 0.87960
C 2.02704 4.64365 -0.13817
N 2.80202 5.01311 -1.25172
C 3.94623 4.59278 -1.73196
C 4.62071 3.34963 -1.66557
C 6.03027 3.41376 -1.83429
C 6.79970 2.29230 -1.91170
C 6.17005 1.04057 -1.94612
C 4.81032 0.93325 -1.82722
C 3.97718 2.05977 -1.62017
O 2.68824 1.93562 -1.52184
H -0.65545 7.54849 -1.89496
H -0.29581 7.85515 -0.18409
H -1.50145 6.61441 -0.64085
H -0.71997 5.94106 1.38917
H 0.09908 4.49287 3.18669
H 2.11166 3.09333 2.86034
H 3.42492 3.31185 0.78669
H 2.44850 5.88516 -1.63808
H 4.46713 5.35129 -2.30911
H 6.49519 4.39163 -1.86021
H 7.87454 2.36512 -1.98502
H 6.76370 0.14653 -2.08430
H 4.33322 -0.03470 -1.89040
```

Its charge is +2. The value obtained for the energy above the lowest of the compared OMol25 structures with the same formula, charge and spin is 3.403 eV. Its total energy is -162066.4663 eV. Its spin multiplicity is 1. The HOMO energy (alpha / beta) is -0.4465 / -0.4465 Ha.

---

# 5
Entry from OMol25: a cluster of 2 separate species, C3H10S2 in total at a distorted geometry (wB97M-V/def2-TZVPD).

```
15
C3H10S2 | OMol25 | wB97M-V/def2-TZVPD
S -4.96730 -2.45060 3.94418
S -3.99787 -2.61016 2.14130
H -4.83801 -3.71666 4.35727
H -5.11781 -2.53789 1.35495
C 1.65972 0.80272 -2.35138
C 1.19382 1.30338 -0.94383
C 2.24190 1.04543 0.10676
H 2.41651 1.52367 -2.66635
H 0.79344 0.82767 -3.00236
H 2.14942 -0.16642 -2.39090
H 0.30029 0.72984 -0.68372
H 0.83232 2.31463 -1.12931
H 1.93505 1.54055 1.03602
H 2.17138 0.00330 0.42392
H 3.22713 1.39056 -0.19655
```

The value obtained for the energy above the lowest of the compared OMol25 structures with the same formula, charge and spin is 0.452 eV. Its total energy is -24943.2445 eV. As for the SMILES: CCC.SS. Its spin multiplicity is 1. The HOMO energy is -0.3466 Ha.

---

# 6
Entry from OMol25: a structure of composition C30H42LaN8O6 (wB97M-V/def2-TZVPD).

```
87
C30H42LaN8O6 | OMol25 | wB97M-V/def2-TZVPD
La 0.61227 0.15091 0.33669
N -1.77956 0.01175 -1.10563
C -1.99380 -1.24280 -1.84970
C -3.41778 -1.76037 -1.58251
C -3.87671 -3.10320 -2.14725
C -4.03991 -3.18859 -3.66679
N -2.80176 -3.19919 -4.45373
C -1.92544 -4.19474 -4.45056
N -2.22942 -5.37438 -3.90060
N -0.76336 -4.06411 -5.10332
C -0.87733 -2.27455 -1.54924
O -0.96643 -3.38786 -2.07297
O 0.07247 -1.86736 -0.81952
H -2.28874 -0.03580 -0.22142
H -2.20987 0.79612 -1.58559
H -1.87145 -1.00483 -2.91354
H -4.11584 -0.98032 -1.90757
H -3.52687 -1.81655 -0.49437
H -4.87141 -3.29650 -1.73613
H -3.22287 -3.89246 -1.77492
H -4.61978 -2.34274 -4.03588
H -4.61342 -4.07712 -3.94165
H -2.48358 -2.32541 -4.83707
H -2.99368 -5.41673 -3.24815
H -1.47624 -6.01506 -3.70842
H -0.43587 -3.13297 -5.29960
H -0.02958 -4.71896 -4.88716
O 2.67788 -4.01308 0.02862
C 3.62899 -3.78469 1.05863
N 4.94326 -3.80519 0.49667
C 5.65309 -2.77923 -0.06271
O 6.76565 -2.95172 -0.51353
C 5.07229 -1.38958 -0.05075
C 5.91982 -0.31805 0.20563
C 5.40589 0.96601 0.18084
C 4.06318 1.13708 -0.11063
N 3.24783 0.12037 -0.40061
C 3.75414 -1.12018 -0.37769
H 1.78327 -3.99657 0.39313
H 3.56967 -4.56925 1.81550
H 3.45985 -2.82195 1.54879
H 5.38689 -4.70311 0.37168
H 6.96406 -0.50599 0.41729
H 6.02630 1.82352 0.39723
H 3.61738 2.12475 -0.10849
H 3.07536 -1.92991 -0.62496
C -2.36442 -1.34246 2.92119
C -1.62199 0.00470 2.97603
C -1.69518 0.49246 4.43841
C -0.17072 -0.17180 2.50767
C -2.33685 1.04163 2.10984
C -3.57579 0.82216 1.50500
C -4.18265 1.79223 0.71073
C -3.57091 3.01979 0.51390
C -2.35956 3.27735 1.14703
C -1.75960 2.30464 1.93166
H -1.79918 -2.06722 3.50798
H -2.40347 -1.72993 1.89806
H -3.37959 -1.30093 3.33035
H -1.20480 -0.23866 5.08304
H -2.72656 0.62157 4.78014
H -1.17097 1.44184 4.55400
H 0.37011 -0.77369 3.25813
H -4.08808 -0.11918 1.65808
H -5.14783 1.58901 0.26200
H -4.04783 3.78179 -0.08908
H -1.89663 4.25286 1.05233
H -0.82345 2.50247 2.44037
O 3.43842 3.09265 2.42771
C 3.56085 4.47856 2.18122
N 2.44294 5.27334 2.61153
C 1.31487 5.58550 1.90546
O 0.53558 6.43329 2.28352
C 0.99892 4.80917 0.65680
C 0.41858 5.48343 -0.41179
C -0.00659 4.76084 -1.51195
C 0.12052 3.38149 -1.48498
N 0.65382 2.72204 -0.45737
C 1.09494 3.42938 0.58843
H 3.34146 2.93466 3.37400
H 3.68307 4.56967 1.10214
H 4.45310 4.88103 2.66464
H 2.51710 5.78137 3.48074
H 0.29035 6.55639 -0.35623
H -0.45079 5.24901 -2.36727
H -0.22533 2.77695 -2.31552
H 1.50531 2.87118 1.42400
```

Its charge is +1. The value obtained for the energy above the lowest of the compared OMol25 structures with the same formula, charge and spin is 0.000 eV. Its total energy is -56852.9813 eV. Its spin multiplicity is 1. The HOMO energy is -0.2549 Ha.

---

# 7
Entry from OMol25: a cluster of 9 separate species, C22H51BF4N4O4 in total at a distorted geometry (wB97M-V/def2-TZVPD).

```
86
C22H51BF4N4O4 | OMol25 | wB97M-V/def2-TZVPD
C 78.38700 58.83000 56.50100
C 79.73100 59.35200 56.05300
C 80.21700 60.47900 56.90000
N 81.37500 61.22500 56.31000
C 81.06300 61.98300 55.01400
C 82.60100 60.38100 56.02400
C 83.79200 61.22600 56.15300
C 83.40700 62.42700 56.95000
C 81.97000 62.24000 57.23300
H 78.30600 58.05600 55.86700
H 77.64700 59.45800 56.44400
H 78.42200 58.38500 57.46800
H 79.77900 60.05800 55.09700
H 80.56300 58.58100 56.08800
H 80.51200 60.21800 57.94500
H 79.40400 61.05300 56.92100
H 81.82600 62.54600 54.64300
H 80.08200 62.45200 55.13200
H 80.89100 61.43200 54.11200
H 82.60700 59.85200 55.24100
H 82.72800 59.55400 56.91900
H 84.41800 61.43200 55.25700
H 84.40500 60.44400 56.63500
H 83.58600 63.38100 56.48000
H 84.20500 62.71200 57.76600
H 81.51500 63.11200 57.11700
H 81.91800 61.85800 58.19000
B 78.82900 64.28500 57.89800
F 77.66500 65.07900 58.17100
F 78.63000 63.66300 56.67400
F 79.91800 65.19300 57.72700
F 79.11000 63.35400 58.95100
C 74.97400 62.66300 57.64700
C 74.92000 62.00300 56.27600
N 74.87600 61.46200 55.23800
H 73.88900 62.64600 57.79900
H 75.48600 62.18600 58.44700
H 75.64600 63.46400 57.57000
C 79.29900 68.46500 57.00400
C 78.21300 69.14900 56.23700
N 77.39700 69.66800 55.67600
H 80.02500 69.14600 57.33700
H 78.80300 67.90800 57.91200
H 79.78100 67.72000 56.37500
C 75.76800 65.56100 55.01300
C 74.55800 65.70900 55.79800
N 73.58100 65.77100 56.52400
H 76.36300 64.78800 55.44300
H 75.45100 65.10700 54.12800
H 76.39000 66.38100 55.05500
C 77.41000 63.11500 63.49800
C 77.58700 63.52400 62.00800
O 78.27200 62.46400 61.31900
H 77.09100 64.10500 64.06000
H 78.21500 62.67000 63.97100
H 76.47900 62.34300 63.55200
H 78.03500 64.51300 61.90900
H 76.55300 63.81200 61.77200
H 78.79600 62.92900 60.74000
C 75.89600 59.88500 61.36600
C 76.90400 59.21800 60.48600
O 77.43800 60.01200 59.42000
H 75.02900 60.11700 60.91500
H 76.20400 61.02600 61.57100
H 75.72800 59.37900 62.34000
H 76.56000 58.22400 60.11300
H 77.53900 58.98300 61.27700
H 77.59400 60.91900 59.72400
C 75.38100 68.75900 60.43500
C 75.38000 67.72500 59.32300
O 75.72400 66.40900 59.82700
H 74.72900 68.65600 61.22500
H 75.19900 69.90800 59.94900
H 76.30600 68.76000 60.95300
H 76.00100 67.97400 58.47000
H 74.23300 67.67000 59.10100
H 76.42900 65.99300 59.26900
C 79.75800 65.83900 54.10500
C 81.20100 66.08500 54.47500
O 81.58600 65.14600 55.46000
H 79.75800 64.81500 53.58600
H 79.46500 66.61900 53.38500
H 79.06800 65.80200 54.95200
H 81.45200 67.02200 54.98400
H 81.76300 65.95800 53.50400
H 80.95600 65.34500 56.02800
```

The value obtained for the energy above the lowest of the compared OMol25 structures with the same formula, charge and spin is 0.000 eV. Its total energy is -49334.7708 eV. Its spin multiplicity is 1. The HOMO energy is -0.3347 Ha.

---

# 8
Entry from OMol25: an isolated molecule of CH3NOS at a distorted geometry (wB97M-V/def2-TZVPD).

```
7
CH3NOS | OMol25 | wB97M-V/def2-TZVPD
C -0.67818 0.45358 -0.82250
N 0.68112 -0.19243 -0.09450
O -1.48770 0.40526 -1.82074
S 0.40370 -0.98068 1.47272
H -1.08159 1.14529 0.02113
H 1.16588 -0.81443 -0.77391
H 0.99677 -0.01660 2.01781
```

The value obtained for the energy above the lowest of the compared OMol25 structures with the same formula, charge and spin is 3.045 eV. Its total energy is -15455.7642 eV. As for the SMILES: O=CNS. Its spin multiplicity is 1. The HOMO energy is -0.3644 Ha.